[1]
C25H36AsClIP2Yb as an isolated structure, computed with wB97M-V/def2-TZVPD.

**F_max**: 2.9 eV/A
**HOMO-LUMO gap (alpha / beta)**: 5.539 / 7.390 eV
**LUMO energy (alpha / beta)**: -6.14 / -6.16 eV
**DFT total energy**: -158064.666 eV
**2S+1**: 2
**Energy relative to the best compared isomer or geometry (same formula, charge and spin)**: 0.201 eV
**Molar mass**: 808.8 g mol⁻¹
**Total charge**: +2

Structure (XYZ):
```
67
Properties=species:S:1:pos:R:3:mulliken_charge:R:1
C -0.99523 1.65264 -0.11960 -0.874
I 1.21774 0.44276 1.13899 -0.395
H -2.00005 1.77875 -0.55525 0.617
H -1.16631 1.34306 0.91613 -0.114
H -0.49842 0.91970 -0.76839 0.160
Yb 0.38709 -2.15366 -3.05271 0.937
P -0.21911 3.28488 -0.23828 1.157
C 0.01882 3.96101 1.40766 -1.123
C 1.31643 3.18210 -1.15667 -0.999
H 1.52090 4.16738 -1.59869 0.405
H -0.99556 5.41357 -1.01434 0.445
H 1.22174 2.43428 -1.95734 0.190
H -1.32992 4.10834 -2.20118 0.385
H 0.99415 3.67338 1.81533 0.393
H 2.14292 2.90516 -0.49160 0.407
C -1.33314 4.37653 -1.13672 -1.390
H -0.03164 5.05683 1.34447 0.467
H -2.34910 4.27103 -0.73489 0.431
H -0.76453 3.61559 2.09577 0.251
P -0.25607 -2.90755 -0.59228 0.587
C -0.54508 -3.56648 1.07943 -0.831
C -0.75003 -4.31606 -1.66583 -1.269
H 1.92045 -3.38215 -1.83996 0.440
H 1.86015 -3.92263 -0.15882 0.384
H 2.08647 -2.18960 -0.47417 0.312
C 1.57096 -3.09633 -0.81762 -1.066
H -0.18618 -4.44040 -2.61729 0.401
H -0.58128 -5.21947 -1.06957 0.341
H -0.42535 -4.66130 1.08349 0.540
H -1.56899 -3.31644 1.39406 0.212
H -1.82362 -4.24529 -1.88306 0.423
H 0.14614 -3.11305 1.80494 0.105
Cl 0.49179 0.19009 -3.52378 -0.566
C -1.32303 3.93626 5.64934 -0.491
C 0.01512 3.64130 5.36535 -0.741
C 0.35054 2.42693 4.75977 -0.514
C -0.66866 1.51771 4.43255 0.226
C -2.00890 1.80121 4.71674 0.105
C -2.32974 3.01918 5.32847 -0.702
As -0.13243 -0.11287 3.49914 0.747
C 0.88512 -0.94551 4.94217 -0.059
C 1.93950 -1.80422 4.58589 -0.411
C 2.65041 -2.45975 5.59725 -0.633
C 2.32458 -2.24062 6.94235 -0.499
C 1.28905 -1.36293 7.28367 -0.687
C 0.56333 -0.70561 6.28254 0.160
C -1.78790 -1.17187 3.53135 0.605
C -1.90328 -2.29193 4.36286 -0.203
C -3.06472 -3.06923 4.30474 -0.650
C -4.09179 -2.73823 3.41554 -0.642
C -3.96730 -1.62294 2.57922 -0.702
C -2.81477 -0.83282 2.63366 -0.275
H -1.57984 4.88353 6.12649 0.413
H 0.80384 4.35229 5.61553 0.426
H 1.39029 2.18125 4.53751 0.473
H -2.78679 1.07909 4.46681 0.411
H -3.37306 3.24642 5.55477 0.413
H 2.19074 -1.94267 3.53172 0.369
H 3.45976 -3.14259 5.33159 0.396
H 2.88338 -2.75523 7.72605 0.399
H 1.03949 -1.18414 8.33009 0.410
H -0.23682 -0.00995 6.53926 0.458
H -1.09481 -2.54734 5.04907 0.367
H -3.16333 -3.93583 4.96013 0.434
H -4.99624 -3.34785 3.37464 0.401
H -4.76859 -1.35813 1.88653 0.427
H -2.71580 0.04504 1.99130 0.208
```

=====

[2]
A 2-piece molecular cluster, C25H36BClN3O6 overall, computed with wB97M-V/def2-TZVPD.

**F_max**: 4.2 eV/A
**HOMO-LUMO gap**: 7.523 eV
**LUMO energy**: -3.93 eV
**DFT total energy**: -56452.493 eV
**Molar mass**: 520.8 g mol⁻¹
**Total charge**: +1

Structure (XYZ):
```
72
Properties=species:S:1:pos:R:3:mulliken_charge:R:1
C 6.86912 1.11454 1.69693 -0.840
C 6.11877 0.53006 0.40706 -0.230
O 5.02571 1.42583 0.11268 -0.412
C 3.78675 0.91562 0.60971 0.073
C 2.95379 2.12453 1.17311 -0.450
O 1.77869 1.72547 1.90059 -0.403
C 0.71561 1.37761 0.98550 -0.367
C -0.17350 0.31991 1.73109 -0.652
C 0.75565 -0.94892 1.82191 1.285
C 0.47256 -2.01130 2.96142 -0.532
B 1.46678 -1.93452 4.22283 0.391
O 2.63403 -1.15156 4.31982 -0.424
O 1.12185 -2.70951 5.37204 -0.553
N 0.70386 -1.42827 0.38392 -0.586
C -0.64705 -1.05728 -0.01857 0.258
N -0.99935 -1.53352 -1.19083 0.000
Cl 0.09757 -2.45150 -2.13693 0.042
C -2.36219 -1.30120 -1.72456 -0.274
C -3.45864 -2.27239 -1.08739 -0.943
N -1.33973 -0.30574 0.96787 0.390
C -2.10480 0.92228 0.56492 -0.797
C -3.65304 0.60514 0.63441 0.097
C -4.60138 0.94283 -0.40902 -0.139
C -6.03723 0.64495 -0.23305 -1.005
C -6.52023 0.03139 0.99320 0.853
C -8.02248 -0.28076 1.29671 -1.269
C -5.55963 -0.34431 2.06286 -0.783
C -4.15232 -0.03724 1.84978 -0.292
H 7.07676 0.32072 2.45259 0.262
H 7.78795 1.62270 1.31340 0.281
H 6.20751 1.91992 2.11945 0.248
H 5.80458 -0.53910 0.54718 0.244
H 6.78874 0.54258 -0.49675 0.364
H 3.22586 0.50066 -0.28368 0.039
H 3.89080 0.06991 1.33732 0.098
H 2.68995 2.89748 0.39829 0.248
H 3.61378 2.65117 1.91963 0.259
H 0.18692 2.35832 0.77827 0.385
H 1.13416 1.03893 0.00401 0.235
H -0.60660 0.60652 2.71978 0.716
H 1.85487 -0.76610 1.94287 -1.018
H 0.47471 -3.07752 2.60078 0.230
H -0.56378 -1.79184 3.35988 0.156
H 3.34510 -1.46200 3.73504 0.303
H 1.70914 -3.49067 5.32297 0.305
H 0.63330 -2.44621 0.56160 0.436
H -2.68296 -0.23030 -1.72366 0.077
H -2.32387 -1.59657 -2.81183 0.468
H -3.75002 -1.96204 -0.05600 0.156
H -4.31236 -2.26401 -1.81082 0.385
H -2.95567 -3.27748 -1.02207 0.334
H -1.82289 1.24340 -0.46852 0.433
H -1.96926 1.78386 1.27431 0.716
H -4.25921 1.44310 -1.34434 0.395
H -6.78446 0.91382 -1.02305 0.294
H -8.29185 0.37136 2.18071 0.317
H -8.71284 0.02820 0.47362 0.326
H -8.17789 -1.33228 1.64026 0.312
H -5.94497 -0.81704 3.00095 0.355
H -3.46094 -0.31524 2.68598 0.197
C 1.49361 2.29094 -5.11810 -0.423
C 0.91239 1.35766 -4.36704 -0.251
C 1.48868 0.00155 -4.24647 0.367
O 0.95267 -0.85637 -3.55714 -0.394
C 2.73510 -0.28124 -4.98864 -0.382
C 3.31898 0.65009 -5.74072 -0.397
C 2.74358 2.00968 -5.86327 0.276
O 3.27323 2.85874 -6.54458 -0.517
H 1.08592 3.28886 -5.21911 0.433
H -0.00065 1.54590 -3.81542 0.438
H 3.14141 -1.27966 -4.88662 0.432
H 4.23150 0.46025 -6.29152 0.423
```

=====

[3]
A 2-piece molecular cluster, C25H36F2NO4Si2 overall, computed with wB97M-V/def2-TZVPD.

**F_max**: 2.2 eV/A
**HOMO-LUMO gap**: 4.865 eV
**LUMO energy**: -6.29 eV
**DFT total energy**: -57371.220 eV
**Energy relative to the best compared isomer or geometry (same formula, charge and spin)**: 0.000 eV
**Molar mass**: 508.7 g mol⁻¹
**Total charge**: +1

Structure (XYZ):
```
70
Properties=species:S:1:pos:R:3:mulliken_charge:R:1
C 3.37201 5.37014 1.86338 -0.656
O 2.07747 4.94436 1.45371 -0.287
C 2.05376 3.61036 1.22185 0.214
O 3.05657 2.92313 1.23360 -0.603
C 0.65714 3.12299 0.91291 -0.231
C -0.25819 3.20567 2.11476 -0.330
C -1.62802 2.60564 1.87915 0.294
C -2.47988 2.70752 2.92011 -1.062
N -1.73277 1.78222 0.70854 0.727
O -3.09294 1.79732 0.26727 -0.416
Si -3.24510 1.75099 -1.46224 0.486
C -3.89876 0.08445 -1.99143 -1.167
C -4.45833 3.11365 -1.76213 -1.112
C -1.56859 1.95608 -2.23152 -0.952
O -1.50004 0.49848 1.14692 -0.517
Si -2.80814 -0.45682 1.80081 0.592
C -2.76943 -1.91427 0.65920 -1.159
C -2.12459 -0.69085 3.52289 -0.464
C -4.57296 0.14186 2.00760 -0.941
H 3.32573 6.45818 1.89934 0.245
H 3.61461 4.96481 2.85897 0.265
H 4.13355 5.02808 1.14942 0.311
H 0.24011 3.72981 0.09820 0.355
H 0.72815 2.08971 0.58236 0.253
H 0.20411 2.70276 2.98317 -0.127
H -0.38867 4.26399 2.40338 0.475
H -3.56425 2.72711 2.78539 0.355
H -2.05895 3.05419 3.86126 0.187
H -3.94373 0.12534 -3.09176 0.469
H -3.23222 -0.74318 -1.72382 0.304
H -4.90810 -0.12221 -1.61075 0.325
H -4.48628 3.34445 -2.83624 0.373
H -5.46234 2.82364 -1.42846 0.306
H -4.17970 4.01784 -1.20783 0.292
H -1.47542 1.26025 -3.07756 0.379
H -1.45375 2.97696 -2.61198 0.313
H -0.76961 1.75390 -1.50156 0.175
H -3.15999 -2.80448 1.17333 0.394
H -3.38112 -1.74012 -0.23200 0.314
H -1.73124 -2.10473 0.35102 0.272
H -2.66872 -1.42040 4.14697 0.458
H -1.07829 -1.01613 3.43792 0.305
H -2.14409 0.27585 4.04769 -0.452
H -5.05101 -0.56310 2.71223 0.492
H -4.64055 1.13865 2.45587 0.236
H -5.15061 0.12739 1.07448 0.233
F 4.08062 1.33266 8.40511 -0.287
C 3.27953 0.51241 7.64633 0.061
C 3.61984 -0.83379 7.54241 -0.523
C 2.78785 -1.65471 6.76239 -0.589
C 1.67153 -1.14234 6.11823 -0.544
C 1.31001 0.23868 6.25641 0.607
C 0.09140 0.70401 5.69879 -0.576
C -0.43931 2.00917 5.88821 1.352
C -1.82856 2.17212 6.18141 -0.712
C -2.32191 3.39908 6.59191 -0.517
C -1.49841 4.53215 6.63408 -0.560
C -0.18156 4.39307 6.19773 0.070
F 0.60988 5.51644 6.12986 -0.321
C 0.36753 3.18273 5.80958 -0.552
C 2.17431 1.07112 7.02984 -0.441
H 4.50679 -1.20725 8.05138 0.476
H 3.03349 -2.70971 6.64900 0.409
H 1.04320 -1.77106 5.48518 0.426
H -0.55235 -0.06139 5.27254 0.309
H -2.47650 1.29323 6.09690 0.465
H -3.37434 3.48990 6.87279 0.438
H -1.88015 5.49716 6.96845 0.463
H 1.40970 3.12250 5.49613 0.869
H 1.98043 2.13080 7.16538 0.755
```

=====

[4]
A 2-piece molecular cluster, C25H36F3Si overall, computed with wB97M-V/def2-TZVPD.

**F_max**: 1.3 eV/A
**HOMO-LUMO gap**: 5.676 eV
**LUMO energy**: -6.45 eV
**DFT total energy**: -42532.136 eV
**Energy relative to the best compared isomer or geometry (same formula, charge and spin)**: 0.039 eV
**Molar mass**: 421.6 g mol⁻¹
**Total charge**: +1

Structure (XYZ):
```
65
Properties=species:S:1:pos:R:3:mulliken_charge:R:1
C 4.51045 3.47181 10.56722 -1.131
C 3.06383 3.92815 10.46391 -0.460
C 2.06266 2.81329 10.76973 -0.143
C 0.61657 3.26850 10.67272 -0.632
Si -0.65113 1.93405 11.07749 -0.379
C -0.33191 1.20392 12.78203 -0.581
C -1.29379 0.09846 13.17344 -0.748
C -1.05149 -0.43021 14.58719 -0.367
C -2.00554 -1.54897 14.97400 -1.316
C -2.42142 2.57633 10.95251 -0.574
C -2.72901 3.72009 11.93329 -0.641
C -3.02347 5.05482 11.24268 -0.407
C -3.22383 6.19912 12.22497 -1.357
H -0.48936 0.85654 10.10192 -0.206
H 5.21794 4.27567 10.35171 0.398
H 4.73847 3.10071 11.56786 0.338
H 4.71987 2.66114 9.86769 0.104
H 2.88367 4.77044 11.14428 0.380
H 2.86338 4.32803 9.46187 0.328
H 2.23134 1.96647 10.09321 -0.181
H 2.25645 2.41248 11.77199 0.299
H 0.42375 4.09056 11.36569 0.500
H 0.39002 3.63686 9.66973 0.427
H 0.69959 0.84704 12.80365 0.458
H -0.39288 2.03732 13.48485 0.479
H -2.32500 0.46102 13.08899 0.284
H -1.22670 -0.72457 12.45124 0.275
H -0.01226 -0.77248 14.67089 0.319
H -1.13200 0.39969 15.30093 0.333
H -1.82607 -1.91952 15.98598 0.387
H -3.04410 -1.21621 14.93091 0.320
H -1.91164 -2.39977 14.29694 0.314
H -2.56204 2.89622 9.91704 0.541
H -3.06709 1.70636 11.10948 0.400
H -3.56828 3.45709 12.59161 0.452
H -1.87709 3.84744 12.61271 0.222
H -2.20548 5.28992 10.54952 0.261
H -3.90981 4.94353 10.60456 0.358
H -3.48000 7.13700 11.72708 0.381
H -4.02647 5.97878 12.93080 0.321
H -2.32096 6.38110 12.81055 0.328
F 3.20410 2.18563 6.34684 -0.320
C 2.90127 1.06175 7.04200 -0.111
C 3.89409 0.39655 7.74022 -0.271
C 3.59677 -0.75843 8.44323 0.056
F 4.57500 -1.40836 9.11893 -0.295
C 2.30650 -1.23638 8.45527 -0.723
C 1.26178 -0.58387 7.76795 1.108
C -0.03198 -1.15728 7.85813 -0.518
C -1.31244 -0.75462 7.40297 1.107
C -2.40458 -1.58852 7.72676 -0.648
C -3.68371 -1.28297 7.33850 -0.753
C -3.93126 -0.13772 6.60780 -0.258
C -2.88687 0.71074 6.27280 -0.163
F -3.13189 1.83104 5.54994 -0.292
C -1.60323 0.41198 6.66858 -0.301
C 1.61114 0.57825 7.05180 -0.463
H 4.90298 0.77192 7.72925 0.543
H 2.10931 -2.13561 9.01038 0.505
H -0.03917 -2.08625 8.40462 0.301
H -2.22550 -2.48282 8.29778 0.435
H -4.50191 -1.93507 7.60350 0.443
H -4.92847 0.11664 6.29030 0.492
H -0.84530 1.11420 6.39598 0.482
H 0.90343 1.10860 6.45394 0.564
```

=====

> What is the F_max in the fourth record?

1.3 eV/A